Record 1
The following is a quantum chemistry calculation of a 2-piece molecular cluster, C13H20BCl2IN3O5S overall at a distorted geometry, from the OMol25 dataset.

```
46
Properties=species:S:1:pos:R:3:mulliken_charge:R:1
C 4.90 1.14 1.02 -1.13
C 3.91 -0.16 1.16 -0.18
C 2.43 0.18 1.81 0.04
Cl 2.19 2.04 1.72 -0.15
C 1.19 -0.53 0.94 -0.15
N 0.20 0.37 0.31 -0.70
N -0.81 -0.19 -0.40 0.80
C -1.78 0.88 -0.97 -0.97
C -2.99 1.27 0.06 0.27
C -3.74 0.01 0.78 -0.99
Cl -2.45 2.45 1.40 -0.18
C -1.18 -1.59 -0.76 0.92
C -2.47 -2.11 -1.63 -0.93
S -1.84 -2.29 -3.42 0.80
O -2.37 -1.05 -4.22 -0.57
O -0.27 -2.21 -3.46 -0.50
C -0.18 -2.79 -0.15 -0.92
I -0.55 -4.92 -0.49 0.20
C 1.06 -2.14 0.73 0.84
O 2.05 -3.03 1.37 -0.49
B 3.01 -3.58 0.39 0.75
O 3.40 -2.96 -0.89 -0.57
O 3.60 -4.93 0.67 -0.52
H 5.01 1.80 1.98 0.31
H 4.60 1.77 0.05 0.31
H 6.00 0.72 0.78 0.34
H 4.35 -1.06 1.77 0.23
H 3.71 -0.54 0.05 0.14
H 2.34 -0.14 2.94 0.38
H -2.14 0.60 -2.07 0.40
H -1.15 1.89 -1.13 0.36
H -3.82 1.86 -0.57 0.32
H -4.40 0.41 1.68 0.37
H -4.40 -0.65 0.08 0.26
H -2.92 -0.69 1.28 0.21
H -3.36 -1.32 -1.71 0.26
H -2.95 -3.10 -1.24 0.54
H -2.24 -3.49 -4.03 0.25
H 4.07 -3.56 -1.38 0.33
H 3.21 -5.23 1.54 0.31
C -1.96 5.68 0.57 -0.35
C -2.67 7.00 0.85 0.19
N -3.25 8.09 1.08 -0.39
H -2.59 4.85 0.88 -0.01
H -1.75 5.60 -0.50 0.27
H -1.02 5.64 1.12 0.29
```

Properties
net charge = +1
HOMO-LUMO gap = 7.351 eV
strongest force on any atom = 10.17 eV Å⁻¹
calculated total energy = -2688.362049 Eh


Record 2
The following is a quantum chemistry calculation of C13H20BN8O8P2RuS as an isolated structure at a distorted geometry, from the OMol25 dataset.

```
54
Properties=species:S:1:pos:R:3:mulliken_charge:R:1
Ru -0.30 -0.35 -0.02 0.24
C -0.42 -0.35 4.19 -1.33
C 0.01 0.17 2.98 -0.45
N -0.53 -0.53 1.98 0.76
N -1.29 -1.50 2.52 -0.14
C -1.24 -1.41 3.85 -0.06
B -1.86 -2.60 1.59 -0.01
N -2.82 -1.97 0.57 0.00
C -4.11 -2.18 0.30 -0.13
C -4.46 -1.42 -0.80 -1.19
C -3.28 -0.77 -1.16 -0.33
N -2.30 -1.11 -0.33 0.41
N -0.64 -3.18 0.85 0.09
C -0.24 -4.45 0.76 -0.08
C 0.92 -4.50 0.02 -1.34
C 1.17 -3.18 -0.32 -0.08
N 0.23 -2.39 0.17 0.38
H -0.17 -0.01 5.18 0.42
H 0.66 1.00 2.76 0.54
H -1.77 -2.12 4.46 0.46
H -2.42 -3.44 2.24 -0.11
H -4.69 -2.86 0.91 0.45
H -5.42 -1.36 -1.28 0.40
H -3.08 -0.08 -1.96 0.54
H -0.81 -5.23 1.25 0.45
H 1.50 -5.37 -0.23 0.41
H 1.98 -2.76 -0.88 0.31
O 3.86 -1.23 -2.43 -0.58
P 3.37 0.11 -1.75 0.75
O 4.38 1.14 -1.60 -0.70
O 2.61 -0.41 -0.45 -0.18
O 2.15 0.62 -2.69 -0.26
P 0.85 -0.30 -2.99 0.84
O 0.52 -0.02 -4.52 -0.58
O 1.20 -1.73 -2.78 -0.82
O -0.26 0.33 -2.17 -0.53
H 3.06 -1.77 -2.63 0.42
H 0.85 -0.75 -5.06 0.37
C 1.52 4.08 -1.54 -1.08
N 0.36 3.26 -1.18 -0.12
C -0.20 3.09 -0.01 0.80
S -1.36 1.79 0.24 -0.45
N -0.05 3.90 1.03 -0.13
C 0.83 5.05 1.19 -1.08
H 1.62 4.04 -2.62 0.34
H 2.43 3.69 -1.09 0.38
H 1.38 5.12 -1.25 0.39
H 0.16 2.48 -1.81 0.14
H -0.58 3.62 1.84 0.28
H 1.85 4.81 0.92 0.37
H 0.82 5.33 2.24 0.36
H 0.48 5.91 0.61 0.34
O 1.97 1.40 0.72 -0.55
C 1.58 0.39 0.21 0.67
```

Properties
relative energy (zero: lowest compared OMol25 entry of this formula, charge and spin) = 55.36 kJ/mol
HOMO-LUMO gap (spin up / spin down) = 9.251 / 7.612 eV
2S+1 = 2
strongest force on any atom = 1.03 eV Å⁻¹
calculated total energy = -2748.439134 Eh


Record 3
The following is a quantum chemistry calculation of C13H20Br2KO9S2 as an isolated structure, from the OMol25 dataset.

```
47
Properties=species:S:1:pos:R:3:mulliken_charge:R:1
K -0.22 -0.01 -0.90 1.27
C 2.42 -0.19 -2.78 -0.81
O 1.27 0.59 -3.10 -0.34
C 1.43 1.95 -2.76 -0.48
C 0.20 2.72 -3.18 -0.52
O -0.96 2.36 -2.44 -0.22
C -1.53 3.35 -1.60 -0.58
C -1.04 3.23 -0.17 -0.45
O -1.43 2.01 0.41 -0.02
C -2.71 2.00 1.02 -0.80
H 3.24 0.06 -3.46 0.35
H 2.14 -1.23 -2.91 0.24
H 2.73 -0.05 -1.74 0.37
H 2.30 2.38 -3.30 0.48
H 1.63 2.05 -1.69 0.19
H -0.01 2.51 -4.23 0.31
H 0.40 3.79 -3.07 0.37
H -2.61 3.21 -1.64 0.32
H -1.31 4.35 -1.99 0.31
H -1.39 4.09 0.43 0.44
H 0.05 3.24 -0.15 0.17
H -2.73 2.69 1.87 0.27
H -2.87 0.98 1.36 0.17
H -3.50 2.27 0.31 0.30
O 3.00 -1.43 0.29 -0.71
S 2.48 -0.60 1.36 1.46
O 3.50 0.02 2.18 -0.81
O 1.48 0.37 0.91 -0.73
C 1.63 -1.75 2.52 -0.38
C 2.31 -1.87 3.73 -0.59
C 1.88 -2.71 4.75 -0.55
C 0.74 -3.47 4.56 -0.58
C 0.05 -3.37 3.37 -0.66
C 0.47 -2.53 2.34 0.27
S -0.63 -2.57 0.91 1.14
O -1.37 -3.81 1.02 -0.74
O 0.21 -2.49 -0.28 -0.63
O -1.50 -1.39 1.05 -0.63
H 3.20 -1.27 3.86 0.51
H 2.44 -2.77 5.67 0.36
H 0.38 -4.14 5.34 0.36
H -0.84 -3.96 3.19 0.47
Br -1.84 -1.64 -3.65 -0.09
C -3.00 -1.88 -2.12 0.16
Br -3.94 -0.25 -1.67 -0.08
H -2.40 -2.19 -1.26 -0.25
H -3.74 -2.63 -2.38 0.36
```

Properties
relative energy (zero: lowest compared OMol25 entry of this formula, charge and spin) = 31.95 kJ/mol
net charge = -1
HOMO-LUMO gap = 7.735 eV
strongest force on any atom = 0.25 eV Å⁻¹
calculated total energy = -7728.985279 Eh


Record 4
The following is a quantum chemistry calculation of C13H20BrF3N2O5P2PtS as an isolated structure, from the OMol25 dataset.

```
48
Properties=species:S:1:pos:R:3:mulliken_charge:R:1
Pt 0.31 0.29 0.25 1.77
C -0.77 -0.93 3.27 -1.17
P 0.29 0.31 2.54 0.76
C -0.27 1.93 3.09 -1.30
C 2.02 0.05 3.03 -0.89
C 2.95 0.84 2.10 -1.01
P 2.60 0.45 0.36 0.61
C 3.46 -1.07 -0.08 -1.26
C 3.30 1.75 -0.66 -1.34
H -0.86 -0.72 4.34 0.52
H -0.36 -1.93 3.13 0.40
H -1.77 -0.88 2.81 0.33
H -0.32 1.95 4.18 0.49
H -1.27 2.10 2.69 0.37
H 0.41 2.72 2.75 0.34
H 2.21 -1.02 2.97 0.40
H 2.16 0.35 4.08 0.58
H 4.00 0.61 2.31 0.56
H 2.83 1.92 2.23 0.43
H 4.53 -0.87 -0.04 0.50
H 3.18 -1.37 -1.08 0.37
H 3.20 -1.87 0.61 0.37
H 4.38 1.75 -0.55 0.48
H 2.91 2.73 -0.37 0.41
H 3.06 1.56 -1.71 0.37
O -1.19 1.69 -5.55 -0.48
C -0.76 1.24 -4.39 0.88
C -0.42 -0.10 -4.14 -0.65
C -0.01 -0.47 -2.88 -0.64
N 0.11 0.43 -1.89 -0.11
C -0.24 1.69 -2.16 0.34
Br -0.12 2.72 -0.53 -0.08
C -0.67 2.18 -3.35 -0.48
H -1.26 1.00 -6.22 0.34
H -0.51 -0.85 -4.91 0.39
H 0.23 -1.49 -2.63 0.44
H -0.95 3.21 -3.50 0.56
F -4.48 1.23 0.00 -0.19
C -3.96 0.41 -0.90 0.50
F -3.32 1.13 -1.84 -0.14
F -4.92 -0.30 -1.48 -0.17
S -2.75 -0.73 -0.11 1.10
O -3.40 -1.41 0.96 -0.59
O -2.12 -1.46 -1.17 -0.58
O -1.78 0.33 0.44 -1.02
O -0.82 -3.48 0.77 -0.37
C -0.17 -2.54 0.59 0.63
N 0.65 -1.66 0.41 -0.74
```

Properties
relative energy (zero: lowest compared OMol25 entry of this formula, charge and spin) = 129.23 kJ/mol
net charge = +2
HOMO-LUMO gap = 8.161 eV
strongest force on any atom = 0.13 eV Å⁻¹
calculated total energy = -5066.421650 Eh


Record 5
The following is a quantum chemistry calculation of C13H20BrFO2Si2 as an isolated structure, from the OMol25 dataset.

```
39
Properties=species:S:1:pos:R:3:mulliken_charge:R:1
C 1.13 -4.14 -3.40 -1.38
C 1.16 -2.92 -2.53 1.05
C 0.16 -2.69 -1.58 -0.75
C 0.20 -1.57 -0.77 0.09
C 1.23 -0.63 -0.86 -0.13
C 1.25 0.58 0.02 -0.68
Si -0.23 1.72 -0.16 0.23
C 0.14 3.45 0.45 -0.88
C 0.13 3.57 1.98 -0.42
C 1.31 2.90 2.68 -0.33
F 2.46 2.95 1.88 -0.31
O -1.50 1.17 0.79 0.16
Si -2.85 0.38 0.30 0.44
C -3.00 -1.16 1.40 -0.79
C -2.10 -1.01 2.58 0.51
O -1.05 -1.51 2.77 -0.46
Br -2.80 0.29 3.88 -0.21
C 2.23 -0.87 -1.80 -0.77
C 2.20 -1.99 -2.62 -0.79
H 1.16 -5.05 -2.79 0.32
H 2.00 -4.17 -4.06 0.34
H 0.23 -4.18 -4.01 0.32
H -0.65 -3.40 -1.49 0.39
H -0.58 -1.44 -0.03 0.42
H 1.37 0.30 1.07 0.38
H 2.12 1.20 -0.22 0.36
H -0.66 1.77 -1.57 -0.22
H 1.09 3.79 0.06 0.44
H -0.64 4.10 0.07 0.42
H -0.78 3.11 2.38 0.17
H 0.10 4.62 2.27 0.41
H 1.55 3.40 3.61 0.33
H 1.11 1.85 2.89 0.19
H -2.78 -0.03 -1.11 -0.15
H -4.03 1.24 0.54 -0.22
H -4.02 -1.27 1.75 0.50
H -2.67 -2.05 0.87 0.36
H 3.04 -0.16 -1.89 0.36
H 2.99 -2.14 -3.34 0.30
```

Properties
HOMO-LUMO gap = 9.237 eV
strongest force on any atom = 0.72 eV Å⁻¹
calculated total energy = -3910.825884 Eh


Record 6
The following is a quantum chemistry calculation of C13H20CuF4N2O4S2 as an isolated structure at a distorted geometry, from the OMol25 dataset.

```
46
Properties=species:S:1:pos:R:3:mulliken_charge:R:1
Cu 0.81 0.55 0.35 -1.14
C 2.18 1.05 -2.25 -1.14
N 0.80 1.18 -1.78 0.99
C 0.29 2.51 -2.07 -1.11
C -0.07 0.14 -2.30 -0.84
C 0.27 -1.24 -1.72 -0.96
N 0.77 -1.15 -0.38 0.71
C 1.17 -2.25 0.26 0.09
C 1.69 -2.14 1.58 0.40
F 1.62 -0.92 2.17 -0.13
C 2.27 -3.19 2.25 0.07
F 2.75 -3.00 3.49 -0.31
C 2.40 -4.44 1.67 -0.57
C 1.87 -4.60 0.40 0.18
F 1.96 -5.80 -0.20 -0.31
C 1.24 -3.57 -0.27 0.27
F 0.74 -3.85 -1.50 -0.32
H 2.24 1.24 -3.33 0.35
H 2.53 0.04 -2.04 0.28
H 2.80 1.75 -1.71 0.29
H 0.29 2.70 -3.15 0.33
H 0.93 3.25 -1.58 0.24
H -0.72 2.62 -1.69 0.31
H -0.01 0.09 -3.40 0.29
H -1.09 0.40 -2.01 0.30
H 1.02 -1.73 -2.36 0.59
H -0.63 -1.86 -1.77 0.41
H 2.89 -5.25 2.17 0.50
C -3.00 0.12 2.01 -1.27
S -2.46 0.78 0.39 1.22
C -3.96 0.16 -0.54 -1.39
O -2.67 2.23 0.41 -0.82
H -4.01 0.45 2.24 0.43
H -2.29 0.48 2.74 0.34
H -2.95 -0.96 1.95 0.38
H -3.86 -0.92 -0.67 0.39
H -3.96 0.65 -1.51 0.36
H -4.87 0.40 -0.01 0.45
C -0.35 3.80 1.59 -0.89
S 0.57 2.30 1.99 1.82
O 1.60 2.16 0.92 -0.56
O 1.09 2.43 3.31 -0.68
O -0.34 1.13 1.80 -0.47
H -0.33 4.44 2.47 0.37
H -1.37 3.52 1.34 0.26
H 0.14 4.27 0.75 0.32
```

Properties
relative energy (zero: lowest compared OMol25 entry of this formula, charge and spin) = 118.36 kJ/mol
HOMO-LUMO gap (spin up / spin down) = 8.071 / 6.576 eV
2S+1 = 2
strongest force on any atom = 2.60 eV Å⁻¹
calculated total energy = -3754.080812 Eh